1.
{"formula": "CH12O6", "method": "ωB97M-V/def2-TZVPD", "total_energy_ev": -13515.3627, "homo_ev": -10.60, "e_above_lowest_kj_mol": 131.08, "orbital_gap_ev": 11.0, "symbols": ["O", "O", "O", "O", "O", "O", "C", "H", "H", "H", "H", "H", "H", "H", "H", "H", "H", "H", "H"], "xyz": [[-0.464, 3.322, 0.656], [-0.568, -1.753, -0.582], [1.628, -1.421, 1.462], [-0.664, -3.732, 2.507], [0.731, 1.445, -1.490], [0.538, 1.189, -4.232], [-0.940, 3.561, 1.731], [-0.494, 3.624, 2.719], [-0.165, -1.320, -1.344], [1.305, 0.647, -4.367], [-0.688, -2.651, -0.914], [-1.558, -3.338, 2.486], [0.885, -1.687, 0.893], [1.239, -1.711, 2.310], [0.118, 1.289, -3.372], [0.502, 2.210, -0.959], [-1.035, -4.577, 2.190], [-2.050, 3.650, 1.763], [1.681, 1.254, -1.458]], "nbo_charge": [-0.518, -0.944, -0.960, -0.923, -0.982, -0.998, 0.302, 0.121, 0.483, 0.477, 0.469, 0.462, 0.487, 0.464, 0.512, 0.504, 0.462, 0.096, 0.485]}


2.
{"formula": "CH13O5S", "method": "ωB97M-V/def2-TZVPD", "total_energy_ev": -22321.9595, "homo_ev": -4.05, "e_above_lowest_kj_mol": 140.47, "orbital_gap_ev": 7.2, "total_charge": -1, "symbols": ["S", "O", "O", "O", "O", "O", "C", "H", "H", "H", "H", "H", "H", "H", "H", "H", "H", "H", "H", "H"], "xyz": [[-0.257, -0.643, -0.273], [0.984, 1.649, 1.187], [2.678, -1.121, -1.214], [-3.398, -3.186, -0.650], [-2.057, 0.341, 2.598], [3.959, 1.923, 0.974], [-1.105, 0.401, -1.336], [-2.206, 0.410, -1.178], [-3.795, -3.896, -1.191], [0.777, 0.714, 0.807], [4.050, 0.988, 0.889], [-2.879, -2.686, -1.242], [-0.775, 1.553, -1.357], [0.567, 2.286, 0.600], [-1.087, 0.319, -2.472], [3.017, 2.092, 0.862], [-1.835, -0.173, 1.791], [-1.236, 0.315, 3.241], [1.673, -1.055, -1.001], [2.926, -0.233, -1.033]], "nbo_charge": [-0.541, -1.034, -1.010, -0.933, -0.986, -0.974, -0.785, 0.189, 0.453, 0.480, 0.463, 0.478, 0.159, 0.462, 0.183, 0.499, 0.501, 0.471, 0.480, 0.446]}


3.
{"formula": "CH13O6V", "method": "ωB97M-V/def2-TZVPD", "total_energy_ev": -39204.6408, "homo_ev": [-16.63, -18.30], "orbital_gap_ev": [9.8, 8.5], "spin_multiplicity": 5, "total_charge": 2, "symbols": ["V", "O", "O", "O", "O", "O", "O", "C", "H", "H", "H", "H", "H", "H", "H", "H", "H", "H", "H", "H", "H"], "xyz": [[0.099, 0.187, -0.146], [1.636, -0.131, -1.729], [1.026, 2.158, -0.061], [-1.055, -1.760, 0.105], [-1.418, 1.149, 0.942], [-0.923, 0.946, -2.070], [1.753, -0.282, 1.175], [-1.359, -2.718, 1.054], [-2.177, -3.398, 0.817], [2.608, -0.713, 1.163], [-0.949, 0.707, -2.997], [-1.817, -2.241, 1.921], [-1.679, 0.991, 1.850], [2.351, 0.498, -1.827], [1.071, 2.868, -0.702], [1.959, -0.928, -2.149], [-2.233, 1.371, 0.493], [-1.279, 1.834, -2.041], [1.734, 0.191, 2.007], [1.174, 2.587, 0.782], [-0.522, -3.315, 1.414]], "nbo_charge": [1.376, -0.946, -0.940, -0.311, -0.934, -0.952, -0.943, -0.328, 0.242, 0.538, 0.533, 0.276, 0.528, 0.519, 0.526, 0.525, 0.527, 0.506, 0.511, 0.518, 0.228]}


4.
{"formula": "CH14O5", "method": "ωB97M-V/def2-TZVPD", "total_energy_ev": -11502.3981, "homo_ev": -11.23, "e_above_lowest_kj_mol": 0.00, "orbital_gap_ev": 11.8, "symbols": ["O", "O", "O", "O", "O", "C", "H", "H", "H", "H", "H", "H", "H", "H", "H", "H", "H", "H", "H", "H"], "xyz": [[1.731, 0.898, 0.703], [-0.634, 1.881, 1.585], [-0.705, -0.541, 1.884], [-0.485, -2.350, -0.049], [1.794, -1.170, -1.055], [-1.166, 0.694, -1.631], [0.169, -0.089, 1.801], [-0.899, 2.664, 1.138], [-0.921, -0.367, -1.662], [-1.931, 0.841, -0.873], [0.209, 1.655, 1.209], [-1.320, 0.190, 1.706], [-1.533, 1.013, -2.604], [1.785, 0.215, -0.002], [-0.612, -3.212, 0.331], [1.797, -1.231, -2.032], [-0.628, -1.716, 0.686], [-0.264, 1.252, -1.388], [2.637, 1.013, 1.012], [0.977, -1.641, -0.757]], "nbo_charge": [-1.011, -0.977, -0.974, -1.001, -0.998, -0.857, 0.491, 0.473, 0.223, 0.212, 0.496, 0.509, 0.210, 0.520, 0.479, 0.484, 0.509, 0.208, 0.488, 0.516]}


5.
{"formula": "CH14O5S", "method": "ωB97M-V/def2-TZVPD", "total_energy_ev": -22336.9074, "homo_ev": -8.91, "e_above_lowest_kj_mol": 44.72, "orbital_gap_ev": 9.2, "symbols": ["S", "O", "O", "O", "O", "O", "C", "H", "H", "H", "H", "H", "H", "H", "H", "H", "H", "H", "H", "H", "H"], "xyz": [[0.666, -1.467, -2.542], [2.281, 1.353, -0.506], [-1.395, -0.679, 0.310], [-2.718, 1.988, 1.537], [0.384, 0.310, 2.379], [-0.292, 2.552, -0.050], [0.423, -3.017, -1.582], [-2.283, -0.555, 0.657], [0.393, 3.141, -0.376], [-0.269, -2.798, -0.779], [-0.137, -3.657, -2.258], [1.391, -3.431, -1.355], [0.206, 1.797, 0.280], [-2.301, 2.106, 2.388], [0.240, -1.855, -3.745], [-2.142, 2.340, 0.851], [-0.067, 0.052, 3.188], [1.888, 0.822, -1.207], [1.301, 0.033, 2.467], [-0.800, -0.344, 1.000], [3.230, 1.313, -0.657]], "nbo_charge": [-0.095, -0.967, -0.975, -0.972, -0.955, -0.966, -0.719, 0.478, 0.479, 0.250, 0.222, 0.216, 0.490, 0.463, 0.127, 0.504, 0.482, 0.489, 0.487, 0.485, 0.477]}


6.
{"formula": "CH14O5S", "method": "ωB97M-V/def2-TZVPD", "total_energy_ev": -22335.6036, "homo_ev": -8.98, "e_above_lowest_kj_mol": 170.52, "orbital_gap_ev": 9.3, "symbols": ["S", "O", "O", "O", "O", "O", "C", "H", "H", "H", "H", "H", "H", "H", "H", "H", "H", "H", "H", "H", "H"], "xyz": [[-0.598, -2.572, 2.013], [-1.236, 0.938, -0.015], [-1.168, -2.247, -1.289], [-2.538, -0.900, 3.598], [2.050, 5.022, -3.612], [1.578, 2.735, -1.930], [1.023, -3.146, 1.139], [-0.561, 1.533, 0.313], [-1.026, -1.386, -0.895], [1.254, -2.200, 0.575], [-2.718, 0.081, 3.755], [1.896, 5.427, -2.772], [1.574, 3.637, -1.730], [-1.075, 0.186, 0.576], [1.816, -3.316, 1.998], [-1.893, -2.255, -1.946], [-1.508, -3.452, 1.468], [-1.624, -0.939, 3.883], [1.268, 4.446, -3.708], [0.920, -4.110, 0.711], [2.566, 2.518, -2.132]], "nbo_charge": [-0.148, -0.938, -0.968, -0.930, -0.929, -0.938, -0.687, 0.468, 0.485, 0.229, 0.466, 0.453, 0.455, 0.469, 0.214, 0.481, 0.161, 0.469, 0.478, 0.231, 0.482]}